Entry from the OMol25 dataset: 7 unconnected molecules or ions with the total composition C48H113N7O12 at a distorted geometry (the ωB97M-V functional and the def2-TZVPD basis).

Geometry as XYZ:
```
180
C48H113N7O12 the ωB97M-V functional and the def2-TZVPD basis
O 10.6295 -1.4851 0.5946
O 9.2024 -2.9224 9.5378
O 6.0405 -0.2776 -3.5601
O 8.0870 14.2311 2.6587
O 12.3426 -9.5646 8.3511
O 7.7353 -9.5873 16.2782
O 3.2770 -1.2666 7.8540
O 9.6893 2.0440 6.6584
O 11.1313 -14.5593 14.8421
O 8.2873 6.1897 -4.2495
O 5.2829 5.1566 0.4557
O 4.6034 3.0665 9.8977
N 10.5537 -0.6629 7.8265
N 7.2892 -1.1946 -1.0022
N 13.5483 -9.2326 7.7894
N 2.9617 0.5602 10.3267
N 9.8043 -12.7741 16.3161
N 8.2632 12.8830 3.0696
N 8.1659 5.1629 -0.9435
C 10.4472 -0.3737 6.3523
C 3.7269 -0.7097 10.2063
C 8.2497 -10.7605 15.7299
C 4.9635 4.3865 9.5875
C 6.5956 11.9166 1.5592
C 11.6968 -15.6647 14.0892
C 8.3683 -0.7656 -0.1660
C 7.7381 -1.7006 -2.2811
C 3.4211 2.9429 10.6309
C 9.7121 12.3691 3.1967
C 4.3398 4.4772 1.1902
C 16.2097 -9.1122 6.4882
C 10.0550 -15.0275 15.6422
C 3.3334 1.4713 11.3272
C 9.6609 11.1778 4.2596
C 8.5367 10.0482 3.9015
C 8.4258 1.8978 6.0439
C 6.7927 -9.6602 17.3067
C 6.7469 5.2982 -1.5323
C 10.7243 1.1175 6.1240
C 6.8867 0.4716 -4.3260
C 13.6046 -9.2339 6.2928
C 6.5865 -1.6098 -3.3310
C 10.8342 -2.0632 7.9841
C 8.9113 -4.2898 9.8017
C 9.2374 5.7322 -1.8324
C 14.9466 -8.6892 5.6658
C 10.2440 11.8563 1.8474
C 5.7424 4.4162 -0.7353
C 10.6686 13.3451 3.9214
C 10.5129 -2.6006 9.3945
C 4.4050 -0.4020 7.4534
C 5.8755 12.7192 3.9061
C 8.5134 6.1472 -5.7399
C 11.5793 -2.5168 0.8805
C 15.9534 -8.7801 7.9949
C 3.1905 -1.6547 9.1502
C 7.1670 10.7038 3.8226
C 8.9208 -11.7075 16.7885
C 9.4364 -1.9263 0.0172
C 9.1645 5.3880 -3.3591
C 14.9465 -11.0253 8.8533
C 13.3125 -10.5725 5.6883
C 14.7340 -9.5460 8.6311
C 7.0233 12.1003 3.0432
C 9.0859 -13.8817 15.8911
C 14.6599 -8.9125 10.0211
C 12.4905 -8.2548 5.7369
H 12.2893 -10.9145 5.8437
H 10.2050 5.5650 -1.3592
H 8.4865 2.0005 4.9604
H 4.7029 4.6616 8.5655
H 3.8467 -1.1896 11.1776
H 15.7392 -11.1900 9.5831
H 2.5348 1.4502 12.0687
H 5.7994 -2.2492 -2.9314
H 8.7153 9.5491 2.9490
H 15.2339 -11.4806 7.9055
H 7.7374 2.6417 6.4450
H 3.4837 3.6850 11.4267
H 4.4981 0.4588 8.1156
H 12.5830 -2.1743 1.1321
H 10.9322 1.3225 5.0738
H 9.0322 -0.1059 -0.7247
H 10.9474 -16.0587 13.4026
H 10.2078 -2.6640 7.3246
H 2.1658 -1.9889 9.3127
H 6.4518 1.4562 -4.4976
H 11.9628 -16.5298 14.6966
H 8.0673 6.9203 -6.3654
H 12.6497 -8.0242 4.6835
H 15.1649 -9.0369 4.6561
H 6.8735 0.0515 -5.3317
H 8.2485 -14.0353 16.5718
H 8.7136 -1.3443 -2.6121
H 10.6498 10.8291 4.5574
H 6.9790 -2.1867 -4.1685
H 9.4768 -0.6391 5.9329
H 11.8123 -2.1779 7.5168
H 9.6030 -15.8680 15.1155
H 15.9698 -7.7029 8.1606
H 5.3387 -0.9590 7.3757
H 2.4739 3.2007 10.1573
H 8.6111 9.2963 4.6871
H 9.5227 6.5588 -5.7484
H 10.6567 -12.5843 15.8087
H 13.9791 -11.3466 6.0685
H 8.9587 -2.6154 0.7137
H 11.7141 -3.2487 0.0841
H 3.8293 -2.5131 9.3581
H 3.3232 4.4205 0.8012
H 12.4108 -7.2997 6.2560
H 6.5083 6.3563 -1.4244
H 9.3872 -11.1999 17.6329
H 12.4358 -10.5185 8.4064
H 15.4831 -9.2610 10.6448
H 11.5412 -8.7812 5.6376
H 16.8186 -9.2496 8.4630
H 14.9128 -7.6004 5.6281
H 17.1239 -8.5498 6.2982
H 16.4688 -10.1622 6.3523
H 9.7865 -0.4013 8.4291
H 4.7546 -0.5770 9.8682
H 9.9911 12.6010 1.0927
H 3.2794 1.1229 9.5505
H 9.1429 6.8132 -1.7292
H 5.7400 13.7848 3.7214
H 4.5702 5.1965 10.2017
H 8.0430 -12.1239 17.2827
H 9.3931 11.5433 5.2509
H 7.4790 -11.3536 15.2376
H 4.9099 4.1356 -1.3804
H 9.2913 -4.5582 10.7875
H 8.1840 5.7067 -0.0926
H 11.2010 -3.1229 1.7038
H 4.6642 3.4606 1.4128
H 6.7296 5.1664 -2.6142
H 7.1251 -9.9120 18.3138
H 13.4262 -10.6882 4.6104
H 8.9518 -10.4765 14.9460
H 7.8222 -4.3150 9.8376
H 7.2974 11.6662 0.7637
H 8.2063 -0.0995 0.6814
H 4.3312 5.1300 2.0630
H 10.5879 -15.4324 16.5025
H 8.6055 -13.7375 14.9234
H 11.3325 11.9138 1.8468
H 6.6787 10.5668 4.7874
H 5.9267 12.6686 4.9938
H 7.9884 -2.7525 -2.1434
H 6.0523 4.4287 9.5588
H 14.5385 -7.8312 9.9558
H 11.1341 -0.9295 5.7140
H 6.1132 3.4159 -0.5116
H 5.9129 -10.2925 17.1875
H 7.9018 0.5283 -3.9330
H 6.7617 -0.3375 -1.0873
H 11.6635 13.1776 3.5088
H 11.6693 1.4461 6.5567
H 9.2136 -5.0746 9.1084
H 10.2115 5.5563 -3.6110
H 5.0188 12.1340 3.5719
H 6.4166 -8.6419 17.2085
H 13.8207 -9.4036 10.5137
H 14.0588 -11.4731 9.3000
H 8.3329 5.1317 -6.0925
H 8.0881 0.8679 6.1592
H 11.1751 -3.4469 9.5770
H 5.8550 11.1169 1.5484
H 9.6764 -2.5550 -0.8403
H 6.6022 9.9577 3.2637
H 10.3187 14.3258 3.5994
H 7.9467 14.2256 1.7090
H 6.0635 12.8098 1.2316
H 4.3037 1.1679 11.7203
H 10.7836 -2.0205 10.2768
H 10.5966 13.3008 5.0082
H 12.5215 -15.4772 13.4017
H 4.1145 0.0276 6.4946
H 9.9098 10.8827 1.4888
H 8.8706 4.3482 -3.5028
```

## Properties
- energy relative to the best compared isomer or geometry (same formula, charge and spin) (kcal per mole) = 199.0
- max |F| (hartree/bohr) = 0.0875
- charge = 0

Atom charges from the Löwdin analysis, given in e for atoms 1 to 6: -0.188 -0.183 -0.174 -0.018 0.012 -0.179